[1]
Formula: C5H7N
Source: the OMol25 dataset
Level of theory: ωB97M-V/def2-TZVPD

The geometry in XYZ format:
```
13
Properties=species:S:1:pos:R:3:forces:R:3:nbo_charge:R:1
C -0.378781 -1.682735 -0.561650 -0.03 -0.06 -0.04 -0.60
C 0.327204 -0.542960 0.160201 0.03 -0.15 -0.04 -0.20
C 1.306576 0.270218 -0.635368 -0.30 0.24 0.28 -0.08
C 0.931264 1.590400 -0.343868 0.15 -0.02 -0.12 -0.47
C -0.209124 1.631309 0.469579 -0.10 -0.21 0.08 0.14
N -0.623879 0.410430 0.771948 0.09 0.22 -0.06 -0.53
H -1.005044 -2.266225 0.123816 0.08 0.10 -0.10 0.20
H -1.008887 -1.300569 -1.370561 0.11 -0.01 0.10 0.21
H 0.372758 -2.344390 -0.997900 -0.10 0.10 0.07 0.24
H 0.937028 -0.948723 0.983627 -0.03 0.02 -0.06 0.25
H 1.426623 2.490393 -0.696708 -0.11 -0.16 0.03 0.22
H -0.746540 2.496079 0.854716 0.09 -0.11 -0.08 0.21
H -1.422818 0.191952 1.347523 0.12 0.04 -0.05 0.41
```
Forces are in eV/Å.

Properties
Spin multiplicity = 1
Orbital gap = 8.199 eV



[2]
Formula: C5H7N
Source: the OMol25 dataset
Level of theory: ωB97M-V/def2-TZVPD

The geometry in XYZ format:
```
13
Properties=species:S:1:pos:R:3:forces:R:3:nbo_charge:R:1
C -1.058738 -1.529258 0.747220 -0.05 0.00 -0.04 -0.65
C -0.229210 -0.472846 0.073850 -0.03 0.45 0.29 0.16
C 0.289143 -0.441616 -1.233011 -0.17 1.73 -0.55 -0.48
C 1.013562 0.865574 -1.240505 0.95 -0.05 0.68 -0.33
C 0.920449 1.475554 -0.007367 0.18 -0.15 -0.12 -0.10
N 0.191654 0.625868 0.773027 -0.14 -0.25 0.06 -0.47
H -0.528870 -2.001625 1.588006 -0.07 0.14 -0.22 0.22
H -2.005136 -1.128477 1.135789 0.19 -0.02 -0.08 0.22
H -1.294761 -2.311049 0.020838 0.07 0.17 0.11 0.25
H -0.192125 0.477887 -1.895929 -0.63 -1.75 -0.10 0.33
H 1.595802 1.215138 -2.089393 -0.27 0.04 0.20 0.23
H 1.324023 2.399007 0.384964 -0.09 -0.13 -0.05 0.22
H -0.025794 0.825842 1.742511 0.06 -0.19 -0.17 0.41
```
Forces are in eV/Å.

Properties
Spin multiplicity = 1
Orbital gap = 8.926 eV



[3]
Formula: C5H7N
Source: the OMol25 dataset
Level of theory: ωB97M-V/def2-TZVPD

The geometry in XYZ format:
```
13
Properties=species:S:1:pos:R:3:forces:R:3:nbo_charge:R:1
C -0.106870 0.864011 0.890353 0.98 -0.31 0.50 -0.51
C -0.228718 1.214657 -0.529659 -0.08 -0.11 -0.18 -0.24
C -0.415778 0.134971 -1.342651 -0.06 0.43 0.29 -0.25
C -0.143813 -1.152182 -0.781754 -0.65 -0.06 0.96 -0.09
N 0.903651 -1.266318 0.185801 0.61 -0.09 -0.03 -0.64
C 0.012474 -0.604021 1.051216 -1.39 -1.12 -0.94 0.02
H -0.696648 1.457349 1.599603 -0.08 -0.43 -0.26 0.24
H 0.902828 0.740934 1.398951 0.27 1.62 -0.37 0.28
H -0.390222 2.239650 -0.844615 0.10 -0.14 0.02 0.22
H -0.880136 0.228255 -2.322780 0.31 -0.01 0.07 0.22
H -0.486389 -2.069412 -1.271467 -0.03 0.29 0.48 0.21
H 1.744384 -0.755595 -0.067660 0.15 0.27 0.01 0.33
H -0.214762 -1.032298 2.034664 -0.13 -0.31 -0.57 0.21
```
Forces are in eV/Å.

Properties
Spin multiplicity = 1
Orbital gap = 9.136 eV